{"formula": "C5H7N3O2S", "method": "the ωB97M-V functional and the def2-TZVPD basis", "species": ["C", "C", "C", "C", "C", "H", "H", "H", "H", "H", "H", "H", "N", "N", "N", "O", "O", "S"], "positions_angstrom": [[3.633, -0.632, -0.540], [1.550, 0.035, 0.326], [0.704, 1.223, 0.632], [-0.781, 0.767, 0.308], [-2.995, -0.246, -0.144], [4.013, -1.054, 0.464], [4.449, 0.041, -1.062], [2.938, -1.591, -1.032], [0.754, 1.312, 1.754], [1.075, 2.175, 0.114], [-4.190, -1.897, -0.137], [-4.905, -0.425, -0.586], [-1.712, 1.636, -0.115], [-2.898, 1.025, -0.416], [-4.188, -0.842, -0.135], [2.718, 0.484, -0.138], [1.280, -1.143, 0.269], [-1.445, -0.869, 0.439]], "forces_ev_per_angstrom": [[-0.539, -0.227, 0.658], [1.107, 0.082, -1.978], [-2.257, -0.659, 0.988], [-1.355, 2.171, -0.755], [2.615, 2.273, 0.779], [-0.254, 0.544, -1.748], [-1.551, -2.304, 0.507], [2.485, 3.279, 0.812], [0.003, 0.387, -0.950], [-0.907, -1.576, 0.742], [-0.142, 1.943, -0.085], [-2.521, 1.699, -1.696], [1.720, -2.426, 0.292], [-0.387, 0.672, 0.087], [1.819, -5.107, 1.650], [0.993, -1.470, -0.209], [-0.570, 0.446, 1.096], [-0.257, 0.274, -0.189]], "lumo_ev": 0.60, "homo_lumo_gap_ev": 9.1, "de_lowest_kcal_mol": 67.5}